The molecule C4H4N4O at a distorted geometry, computed with ωB97M-V/def2-TZVPD.

The geometry in XYZ format:
```
13
Properties=species:S:1:pos:R:3:forces:R:3
C -2.3741 0.6094 0.7893 0.34 0.46 -0.60
C -0.9191 0.2669 0.4099 -0.28 0.46 3.47
C 0.0515 0.3910 1.3987 -0.92 -0.52 -2.32
N 1.4470 0.5227 1.1460 -0.72 -0.83 -1.26
N 1.9987 -0.1625 0.2257 0.88 2.06 2.55
N 1.4662 -1.2559 -0.2966 -1.77 -0.46 -2.17
N 0.4365 -1.1570 -1.0078 -0.41 -0.77 1.59
C -0.5102 -0.0331 -0.9166 2.36 0.44 -3.18
O -0.8080 0.5191 -1.9524 -0.50 -0.36 0.98
H -3.1359 -0.1078 0.4011 0.76 0.44 0.33
H -2.6482 1.6354 0.3985 0.36 -1.12 0.34
H -2.3738 0.6484 1.8865 -0.44 -0.04 -0.34
H -0.3062 0.6355 2.3741 0.33 0.24 0.61
```
Forces are in eV/Å.

For the highest occupied orbital energy, the calculation gives -9.87 eV. For the total energy, the calculation gives -448.92173 hartree. Its LUMO energy is -0.0461 Ha. As for the frontier orbital gap: 8.6 eV. As for the energy above the lowest of the compared OMol25 structures with the same formula, charge and spin: 456.1 kJ/mol.


The molecule C4H4N4O at a distorted geometry, computed with ωB97M-V/def2-TZVPD.

The geometry in XYZ format:
```
13
Properties=species:S:1:pos:R:3:forces:R:3
H 3.0219 -1.0938 0.4237 -1.08 0.79 -0.79
N 2.2970 -0.6829 -0.2238 1.97 -0.97 0.59
C 1.1505 -0.6602 0.2767 0.56 0.14 -0.48
N 0.6823 -0.9029 1.5956 -0.24 0.20 -1.26
C -0.6570 -0.3906 1.6256 -0.30 1.89 -2.00
C -0.9495 0.1222 0.3648 0.13 -1.44 3.14
N -1.7617 1.0957 -0.2122 0.52 -0.60 -1.05
C -1.1884 1.2661 -1.3475 0.63 -1.01 0.43
O -0.0608 0.4795 -1.6209 -0.20 1.62 -0.97
N 0.0164 -0.3436 -0.5389 -0.94 -0.53 2.60
H 1.3458 -0.5714 2.3136 -0.75 -0.39 -0.55
H -1.1969 -0.2656 2.5309 -0.22 0.03 0.42
H -1.4566 1.9061 -2.1640 -0.08 0.28 -0.08
```
Forces are in eV/Å.

For the highest occupied orbital energy, the calculation gives -7.59 eV. For the total energy, the calculation gives -448.97820 hartree. Its LUMO energy is 0.0265 Ha. As for the frontier orbital gap: 8.3 eV. As for the energy above the lowest of the compared OMol25 structures with the same formula, charge and spin: 307.9 kJ/mol.


The molecule C4H4N4O at a distorted geometry, computed with ωB97M-V/def2-TZVPD.

The geometry in XYZ format:
```
13
Properties=species:S:1:pos:R:3:forces:R:3
H -3.9734 0.8055 0.0973 -0.56 0.19 0.25
N -3.3521 0.1568 -0.3539 1.69 0.00 0.94
C -2.3016 0.0484 0.3831 -0.80 0.86 0.60
N -1.2543 -0.7705 0.0192 0.60 -0.48 0.47
C -0.0457 -0.3916 -0.0568 -2.57 -0.79 0.64
N 0.9568 -1.3109 -0.0266 -1.25 -1.39 -0.99
C 2.1281 -0.8934 -0.0416 1.63 0.24 0.94
C 2.4292 0.4975 0.0997 -0.01 3.29 -0.57
N 1.4977 1.4154 -0.0681 1.47 -1.61 1.05
O 0.1927 0.9223 -0.1397 1.26 1.44 -0.49
H -2.1539 0.5169 1.4720 -0.42 -0.72 -2.24
H 2.9169 -1.6152 -0.0487 0.57 -0.35 -0.06
H 3.4729 0.9145 0.2953 -1.62 -0.69 -0.54
```
Forces are in eV/Å.

For the highest occupied orbital energy, the calculation gives -9.44 eV. For the total energy, the calculation gives -448.96605 hartree. Its LUMO energy is -0.0446 Ha. As for the frontier orbital gap: 8.2 eV. As for the energy above the lowest of the compared OMol25 structures with the same formula, charge and spin: 339.8 kJ/mol.


The molecule C4H4N4O at a distorted geometry, computed with ωB97M-V/def2-TZVPD.

The geometry in XYZ format:
```
13
Properties=species:S:1:pos:R:3:forces:R:3
C -2.4588 0.4904 2.2739 -0.61 0.53 0.85
C -1.3179 0.7561 1.9978 2.74 -0.04 0.29
C 0.1959 1.0549 1.7069 -0.40 -1.01 -2.72
N 0.1684 1.4105 0.1586 1.51 -1.86 -0.01
C 0.5466 0.3982 -0.5175 -0.62 -2.50 -0.31
N 0.6448 0.1857 -1.9699 -0.96 -0.85 -2.33
N 0.5773 -1.0047 -2.4126 1.21 3.21 4.58
N 0.6418 -1.9265 -1.1822 -2.17 2.45 -0.55
O 0.7883 -0.9087 -0.0264 -0.95 -1.16 -1.52
H -3.4563 0.4594 2.7425 1.10 -0.21 -0.89
H 0.5574 2.0237 2.1622 -0.50 -1.50 -0.10
H 1.0070 0.1135 1.6903 -2.58 2.59 1.33
H -0.4356 -2.1791 -1.3074 2.25 0.34 1.38
```
Forces are in eV/Å.

For the highest occupied orbital energy, the calculation gives -10.28 eV. For the total energy, the calculation gives -448.81523 hartree. Its LUMO energy is -0.0262 Ha. As for the frontier orbital gap: 9.6 eV. As for the energy above the lowest of the compared OMol25 structures with the same formula, charge and spin: 735.7 kJ/mol.


The ion C4H4N4O2S with charge -2 at a distorted geometry, computed with ωB97M-V/def2-TZVPD.

The geometry in XYZ format:
```
15
Properties=species:S:1:pos:R:3:forces:R:3
C 0.2863 -0.3730 -1.1973 -3.40 2.14 1.68
C -1.6970 -1.0685 0.6535 1.32 0.06 0.63
C 0.6194 1.2447 1.6202 3.82 -0.69 0.61
C -1.2044 0.1551 -0.2074 5.06 -2.57 0.92
N 0.3858 0.1516 -2.4274 0.50 -0.63 0.69
N 1.3561 -1.1091 -0.8256 -2.00 0.45 -0.25
N 1.5707 -0.3294 -2.8750 -0.63 -0.72 1.03
N 2.0740 -1.1042 -1.9195 1.99 0.35 -1.39
O -1.1957 -1.2357 1.7918 0.12 0.74 0.01
O -2.4804 -1.8325 0.0979 -1.38 -0.56 -1.15
S -0.8534 1.6171 0.7822 -0.88 0.69 -0.57
H 1.0395 0.2438 1.2423 -0.66 1.49 0.35
H 0.5202 1.0710 2.7292 -0.08 0.48 -1.04
H 1.4852 2.0612 1.3920 -1.99 -1.72 0.66
H -1.9062 0.5079 -0.8569 -1.80 0.49 -2.18
```
Forces are in eV/Å.

For the highest occupied orbital energy, the calculation gives -0.91 eV. For the total energy, the calculation gives -922.45607 hartree. Its LUMO energy is 0.2024 Ha. Its net charge is -2. As for the frontier orbital gap: 6.4 eV.


The molecule C4H4N4O3 at a distorted geometry, computed with ωB97M-V/def2-TZVPD.

The geometry in XYZ format:
```
15
Properties=species:S:1:pos:R:3:forces:R:3
O -0.1437 2.4451 -2.2307 3.11 -0.15 -0.05
N 1.0451 2.0806 -2.1428 -4.82 -1.64 0.93
N 1.0774 0.7893 -1.5360 5.80 2.89 0.40
C 0.2118 0.2477 -0.5914 -1.43 -0.04 0.12
C -1.1575 0.4354 -0.3075 2.62 -1.84 1.78
N -1.8245 -0.1805 0.7756 1.73 -0.28 1.03
C -1.0778 -0.9340 1.5576 0.39 -1.07 -0.21
O -1.4708 -1.5053 2.8073 2.39 0.99 -3.39
N 0.1980 -1.3160 1.1702 0.96 -1.68 1.30
C 0.9736 -0.7591 0.1265 -1.58 -1.08 1.95
O 2.1058 -1.1949 0.0295 -0.05 0.82 -0.81
H 2.2021 0.7759 -1.1099 -4.13 -0.66 -1.76
H -1.7370 1.1475 -0.7801 -0.92 1.11 -1.25
H -2.3795 -1.3051 2.8797 -1.94 0.43 0.29
H 0.8103 -2.1315 1.5820 -2.11 2.17 -0.33
```
Forces are in eV/Å.

For the highest occupied orbital energy, the calculation gives -9.03 eV. For the total energy, the calculation gives -599.46925 hartree. Its LUMO energy is -0.0153 Ha. As for the frontier orbital gap: 8.6 eV. As for the energy above the lowest of the compared OMol25 structures with the same formula, charge and spin: 194.1 kJ/mol.


A structure of composition C4H4N5OP at a distorted geometry, computed with ωB97M-V/def2-TZVPD.

The geometry in XYZ format:
```
15
Properties=species:S:1:pos:R:3:forces:R:3
C 0.1882 -1.4204 1.9814 -1.81 5.02 -1.32
C -0.4161 -0.3888 -0.0823 0.24 0.38 0.19
C -0.2593 0.7645 2.6352 -0.05 -0.79 -0.09
C -1.4079 0.1179 -1.2153 1.82 -1.72 1.38
N 0.1253 -0.4493 2.8370 1.43 -3.31 0.47
N -0.3875 -1.3233 0.7537 -1.23 0.59 -0.82
N -0.5735 1.8579 2.6582 -0.74 2.45 -0.35
N -0.5764 1.0993 -1.6646 -2.13 0.23 -0.58
N 1.8008 -0.0606 -1.4847 -1.00 0.17 0.86
O -2.4447 -0.3157 -1.5558 -1.70 -0.09 -0.67
P 0.7478 0.9769 -0.5772 1.57 -0.38 -0.23
H 0.4942 -2.3485 2.1594 1.60 -3.56 1.57
H -1.0044 1.6774 -2.3749 0.74 0.59 0.04
H 1.3110 -0.7422 -2.0809 0.54 0.52 0.20
H 2.4026 0.5549 -1.9892 0.72 -0.11 -0.64
```
Forces are in eV/Å.

For the highest occupied orbital energy, the calculation gives -9.48 eV. For the total energy, the calculation gives -845.14875 hartree. Its LUMO energy is -0.0436 Ha. As for the frontier orbital gap: 8.3 eV. As for the energy above the lowest of the compared OMol25 structures with the same formula, charge and spin: 161.2 kJ/mol.


The ion C4H4NO with charge +1 at a distorted geometry, computed with ωB97M-V/def2-TZVPD.

The geometry in XYZ format:
```
10
Properties=species:S:1:pos:R:3:forces:R:3
C -0.3259 1.3809 0.2717 0.75 1.09 1.31
C 0.4206 -1.2179 0.1166 0.95 -1.55 0.63
C 0.9281 1.2401 -0.0942 1.80 -1.53 -0.62
C -1.5048 0.7577 -0.0597 -3.37 0.09 -2.16
N 1.0018 -0.0987 -0.0955 -0.38 -0.35 -0.77
O -1.6486 -0.4402 -0.0584 0.10 -1.86 0.50
H 0.7806 -2.1271 -0.5647 -1.13 2.01 1.36
H -0.0442 -1.4195 1.1175 0.46 -0.03 -1.14
H 1.8973 1.6714 -0.2881 -0.37 1.30 0.26
H -2.4158 1.2610 -0.5016 1.20 0.83 0.62
```
Forces are in eV/Å.

For the highest occupied orbital energy (alpha / beta), the calculation gives -15.44 / -15.44 eV. For the total energy, the calculation gives -284.31044 hartree. Its LUMO energy (alpha / beta) is -0.2644 / -0.2643 Ha. Its net charge is +1. As for the frontier orbital gap (alpha / beta): 8.2 / 8.2 eV. As for the energy above the lowest of the compared OMol25 structures with the same formula, charge and spin: 382.3 kJ/mol.


The ion C4H4NO with charge +1 at a distorted geometry, computed with ωB97M-V/def2-TZVPD.

The geometry in XYZ format:
```
10
Properties=species:S:1:pos:R:3:forces:R:3
C -0.0631 -1.0060 0.0584 -0.57 -0.65 0.32
C -1.4080 -0.9475 0.0188 3.55 0.99 -0.42
C -0.7890 1.1370 0.0721 -0.65 4.15 0.04
C 1.4540 0.9431 -0.0839 -1.42 3.37 1.38
N 0.3594 0.3317 0.1393 -0.78 -1.20 -0.98
O -1.7913 0.3834 -0.0836 -0.44 -0.71 0.61
H 0.6921 -1.7580 0.0218 -0.18 -0.72 0.16
H -2.1631 -1.6172 0.0215 -2.07 -2.23 -0.11
H 2.3460 0.4560 -0.1832 2.27 -1.35 -0.54
H 1.3630 2.0775 0.0189 0.29 -1.64 -0.45
```
Forces are in eV/Å.

For the highest occupied orbital energy, the calculation gives -15.07 eV. For the total energy, the calculation gives -284.38944 hartree. Its LUMO energy is -0.2590 Ha. Its net charge is +1. As for the frontier orbital gap: 8.0 eV. As for the energy above the lowest of the compared OMol25 structures with the same formula, charge and spin: 174.9 kJ/mol.


A cluster of 2 separate species, C4H4NO2 in total at a distorted geometry, computed with ωB97M-V/def2-TZVPD.

The geometry in XYZ format:
```
11
Properties=species:S:1:pos:R:3:forces:R:3
C -1.5466 -1.1985 -1.3898 0.48 -0.07 -1.27
C -2.2748 -1.6725 -0.5243 -1.55 -0.70 2.73
C -0.6638 -0.8407 -2.3887 0.76 2.47 1.20
C 0.9319 0.9502 0.8012 1.26 2.64 0.88
N 0.9912 -0.1071 1.4692 -0.89 -1.48 -0.64
O -0.1970 0.3347 -2.4755 -0.27 -1.57 -0.68
O -2.9549 -2.0302 0.4324 0.60 0.15 -1.31
H -0.2689 -1.6258 -3.0297 0.07 -0.24 -0.58
H 1.3631 1.8675 1.2949 -0.16 -0.72 -0.03
H 0.6136 1.2684 -0.1818 -0.73 -1.21 -0.61
H 0.5335 -0.8968 0.9538 0.43 0.71 0.30
```
Forces are in eV/Å.

For the highest occupied orbital energy, the calculation gives -3.70 eV. For the total energy, the calculation gives -360.01990 hartree. Its LUMO energy is 0.1513 Ha. Its net charge is -1. As for the frontier orbital gap: 7.8 eV. As for the energy above the lowest of the compared OMol25 structures with the same formula, charge and spin: 304.2 kJ/mol.